The following is a quantum chemistry calculation of a 2-piece molecular cluster, S2 overall in a non-equilibrium geometry, from the OMol25 dataset.

```
2
Properties=species:S:1:pos:R:3:forces:R:3:lowdin_spin:R:1
S -0.0288 1.7599 0.0408 0.036 -2.188 -0.051 0.500
S 0.0288 -1.7599 -0.0408 -0.036 2.188 0.051 0.500
```
Positions in Å, forces in eV/Å.

- ΔE to the lowest compared entry with this formula, charge and spin (kcal per mole) = 109.0
- Kohn-Sham gap (spin up / spin down) (eV) = 5.53 / 4.17
- energy (hartree) = -796.23787
- multiplicity = 2
- net charge = -1

---

The following is a quantum chemistry calculation of a 2-piece molecular cluster, C4H2F6O overall in a non-equilibrium geometry, from the OMol25 dataset.

```
13
Properties=species:S:1:pos:R:3:forces:R:3:lowdin_charge:R:1
C 1.9352 -1.0255 -0.7338 -1.968 0.194 1.182 0.035
C -0.0165 1.4861 0.3926 1.060 2.456 2.090 -0.293
C -0.0769 0.0006 0.4291 0.578 -1.207 -0.840 -0.159
C -1.3149 -0.6999 -0.1324 -0.181 -1.151 -0.972 -0.584
O 2.6487 -0.1618 -1.0061 0.366 -0.808 -0.269 0.117
F -1.2545 2.0397 0.8541 1.663 -0.648 -0.727 0.009
F 0.2423 2.0448 -0.8266 -0.347 -0.697 0.815 0.060
F 0.1908 -0.3793 1.6988 -0.223 -0.257 0.406 0.045
F -2.5373 -0.1761 0.0271 0.271 0.196 1.150 0.155
F -1.3580 -2.0027 0.2475 0.083 0.520 0.864 0.124
F -1.2127 -0.7815 -1.4565 0.724 0.450 -1.312 0.132
H 1.9251 -2.1995 -0.7024 0.106 1.847 -0.158 0.149
H 0.8285 1.8551 1.2086 -2.131 -0.896 -2.229 0.209
```
Positions in Å, forces in eV/Å.

- ΔE to the lowest compared entry with this formula, charge and spin (kcal per mole) = 73.2
- Kohn-Sham gap (spin up / spin down) (eV) = 8.01 / 8.84
- energy (hartree) = -827.92193

---

The following is a quantum chemistry calculation of C21H26N4O3 in the gas phase in a non-equilibrium geometry, from the OMol25 dataset.

```
54
Properties=species:S:1:pos:R:3:forces:R:3:lowdin_charge:R:1
C -0.8068 2.7988 -0.8142 -0.043 0.458 -0.237 -0.072
O -1.0026 1.6988 0.0460 0.152 -0.306 0.194 -0.062
C -0.2403 0.5747 -0.0420 -0.043 -0.135 0.054 -0.183
C -0.7139 -0.4881 0.7119 0.237 -0.022 -0.152 0.059
C -0.0561 -1.7165 0.7606 0.344 0.668 -0.537 -0.218
C -0.5649 -2.8035 1.5629 -0.324 -0.738 0.549 -0.089
N -1.6175 -2.6702 2.2665 0.204 0.615 -0.563 0.042
N -2.0567 -3.6927 3.0101 0.578 -1.069 0.092 0.055
C -3.1988 -3.6635 3.7615 0.027 -0.102 -0.015 -0.424
O -3.5678 -4.6657 4.3396 -0.066 0.063 -0.025 0.078
C -3.9431 -2.3748 3.8089 -0.360 0.355 0.116 -0.133
C -3.3240 -1.1310 3.8816 -0.194 -0.058 0.082 -0.020
C -4.1298 -0.0042 3.9464 0.332 -0.016 0.069 -0.140
N -5.4506 -0.0457 3.9475 -0.289 0.412 -0.007 0.058
C -6.0359 -1.2300 3.8956 -0.104 -0.282 -0.015 -0.142
C -5.3350 -2.4229 3.8318 0.297 -0.011 -0.015 0.002
C 1.1081 -1.8735 0.0141 -0.329 -0.074 0.264 -0.043
C 1.5946 -0.8253 -0.7413 0.081 0.259 -0.165 -0.013
C 0.9513 0.4083 -0.7835 0.012 -0.002 0.012 -0.176
O 1.4202 1.4704 -1.5035 -0.260 -0.036 0.260 -0.074
C 2.6108 1.3301 -2.2485 0.288 0.052 -0.243 -0.178
C 2.8525 2.6659 -2.9557 -0.145 -0.240 0.167 -0.169
N 3.8498 2.5374 -3.9985 -0.081 0.077 0.096 -0.177
C 3.7477 3.5944 -4.9912 -0.084 -0.109 -0.312 -0.206
C 4.6764 3.3026 -6.1656 0.047 0.280 0.149 -0.188
C 6.1173 3.1999 -5.6804 -0.104 -0.251 -0.084 -0.212
C 6.1902 2.1439 -4.5842 0.064 0.251 0.155 -0.186
C 5.2026 2.4767 -3.4704 0.164 -0.302 -0.067 -0.201
H 0.1434 3.3018 -0.6243 -0.118 -0.035 -0.026 0.091
H -1.6290 3.4789 -0.5914 0.058 -0.035 -0.044 0.095
H -0.8552 2.5035 -1.8645 -0.003 0.027 0.061 0.097
H -1.6230 -0.3491 1.2733 -0.146 0.076 0.052 0.120
H -0.0008 -3.7449 1.5441 -0.066 0.021 0.045 0.127
H -1.5624 -4.5911 2.9869 -0.250 0.307 0.074 0.164
H -2.2506 -1.0408 3.8928 0.015 0.066 -0.002 0.102
H -3.6946 0.9853 3.9992 0.131 0.032 0.010 0.105
H -7.1180 -1.2179 3.9087 -0.076 -0.104 -0.009 0.105
H -5.8408 -3.3751 3.7986 -0.056 -0.071 0.013 0.117
H 1.6394 -2.8134 0.0236 0.054 -0.112 0.009 0.109
H 2.5002 -0.9733 -1.3070 0.075 0.037 -0.064 0.105
H 2.5092 0.5442 -3.0077 0.013 0.050 0.091 0.139
H 3.4440 1.0784 -1.5807 -0.083 -0.051 -0.051 0.124
H 3.1161 3.4343 -2.2084 -0.040 0.007 -0.059 0.134
H 1.9060 2.9599 -3.4159 0.040 0.012 0.028 0.125
H 2.7141 3.6348 -5.3438 0.025 0.057 0.061 0.118
H 4.0010 4.5797 -4.5578 -0.038 -0.006 0.005 0.128
H 4.3790 2.3567 -6.6204 -0.059 -0.017 -0.067 0.115
H 4.5762 4.0921 -6.9122 -0.033 -0.014 -0.049 0.109
H 6.7799 2.9376 -6.5067 0.051 0.066 0.003 0.107
H 6.4396 4.1650 -5.2817 0.056 0.055 -0.011 0.111
H 5.9317 1.1697 -5.0018 0.032 -0.082 0.019 0.115
H 7.1984 2.0863 -4.1705 0.020 -0.058 0.009 0.109
H 5.2444 1.6995 -2.7053 0.035 0.070 0.046 0.113
H 5.4875 3.4363 -2.9991 -0.035 -0.032 0.033 0.129
```
Positions in Å, forces in eV/Å.

- ΔE to the lowest compared entry with this formula, charge and spin (kcal per mole) = 89.3
- Kohn-Sham gap (eV) = 8.34
- energy (hartree) = -1260.51496
- structure (SMILES) = COc1cc(/C=N/NC(=O)c2ccncc2)ccc1OCCN1CCCCC1

---

The following is a quantum chemistry calculation of a 2-piece molecular cluster, C8H12O5P overall in a non-equilibrium geometry, from the OMol25 dataset.

```
26
Properties=species:S:1:pos:R:3:forces:R:3:lowdin_charge:R:1
C 2.9519 -0.9745 -1.3145 1.172 -0.572 1.032 -0.043
C 2.2540 0.0146 -0.7663 0.131 -0.253 1.646 -0.261
C 0.2628 1.3999 -0.3178 -0.618 0.978 2.966 -0.145
C 3.8532 -1.1636 -0.1004 0.922 -1.048 0.253 -0.198
C 3.0647 -0.0096 0.5192 -0.908 -0.043 1.200 -0.157
C -2.6835 -2.1025 0.6738 -1.155 0.161 2.122 -0.208
C -3.9652 1.9895 0.2928 0.902 0.599 -1.734 -0.200
C 1.0337 0.6447 -1.0707 -0.760 1.337 0.151 -0.052
O -0.3362 2.0281 0.4813 1.079 -1.130 -1.959 0.162
O -2.1224 0.1622 -1.3472 -1.670 -0.439 0.469 -0.349
O -4.6702 -0.1640 -1.9014 -1.193 0.354 -1.147 -0.309
O -3.5787 -1.8226 -0.3711 0.049 1.670 -0.226 -0.287
O -3.9208 0.5962 0.4671 0.203 -1.297 -1.143 -0.310
P -3.5539 -0.2255 -0.9768 2.500 -0.956 2.006 0.269
H 2.9167 -1.5484 -2.1942 -0.290 -0.391 -1.128 0.080
H 3.6634 -2.0166 0.5959 0.263 -0.077 -1.100 0.100
H 4.9819 -1.0796 -0.2682 -1.428 0.143 0.394 0.110
H 3.6943 0.8087 0.7171 0.612 1.537 0.067 0.079
H 2.5366 -0.2193 1.5163 0.432 0.034 -1.528 0.136
H -3.2242 -2.0137 1.7636 1.094 -0.535 -2.466 0.117
H -1.9053 -1.3610 0.7081 0.601 0.277 -0.012 0.041
H -2.2300 -3.0932 0.5111 -0.304 0.211 0.286 0.068
H -3.7136 2.2427 -0.8621 -0.700 -0.106 2.701 0.115
H -3.1663 2.4272 0.9486 -0.773 0.022 -0.630 0.070
H -4.9817 2.3354 0.5778 0.638 0.140 -0.288 0.071
H 0.6082 0.5859 -2.0125 -0.798 -0.616 -1.931 0.100
```
Positions in Å, forces in eV/Å.

- ΔE to the lowest compared entry with this formula, charge and spin (kcal per mole) = 0.0
- Kohn-Sham gap (eV) = 8.42
- energy (hartree) = -1029.64475
- net charge = -1

---

The following is a quantum chemistry calculation of C17H33Li2O11P as an isolated structure in a non-equilibrium geometry, from the OMol25 dataset.

```
64
Properties=species:S:1:pos:R:3:forces:R:3:lowdin_charge:R:1
Li 0.1713 1.5170 -0.3280 -1.549 0.961 -0.240 0.724
Li -1.3465 5.9176 1.4763 -0.493 -1.034 -0.991 0.639
P -3.3665 3.1379 -0.7612 -1.042 -0.513 -0.729 -0.370
O -3.3861 4.6250 -0.9556 -0.037 5.005 0.199 -0.448
O -4.8201 2.6998 -0.8610 -0.846 -0.925 0.805 -0.481
O -2.6160 2.9681 0.5513 1.670 -1.137 2.884 -0.553
O -2.5679 2.5803 -1.9017 2.541 -2.361 -1.941 -0.514
O 4.6316 5.5641 1.8274 2.005 0.464 0.568 0.067
C 3.3998 5.3995 1.3888 -3.483 -4.456 -3.279 -0.964
O 2.5616 6.2079 1.7427 -1.499 3.328 1.743 -0.065
O 3.0791 4.4173 0.6694 1.543 -0.498 0.004 -0.098
H 4.3444 6.3807 2.2424 1.198 1.016 1.030 0.077
C 2.6239 -4.4460 -1.0485 -1.634 -0.813 1.767 -0.212
C 3.2235 -3.8572 -2.2613 -0.058 0.229 0.168 -0.193
C 3.2849 -2.3975 -1.7638 -0.181 -0.258 -0.807 -0.175
O 2.0333 -2.1543 -1.0698 1.142 0.440 -0.203 -0.148
C 1.4711 -3.4066 -0.7351 1.344 -1.433 -0.899 -0.182
H 3.3576 -4.5823 -0.2540 -0.015 0.459 0.292 0.107
H 2.1940 -5.4400 -1.1719 -0.130 -0.071 -0.250 0.106
H 2.4879 -4.0611 -3.0393 0.262 0.609 -0.525 0.116
H 4.1673 -4.3442 -2.5066 0.136 0.431 -0.151 0.113
H 3.4398 -1.6949 -2.5827 -0.371 0.254 0.179 0.116
H 4.1245 -2.3003 -1.0756 0.041 0.073 0.179 0.115
H 0.7189 -3.6063 -1.4983 -0.593 -0.147 0.375 0.116
H 1.0776 -3.4670 0.2796 0.028 0.298 -0.099 0.118
C 2.4516 2.6164 -7.5883 -0.173 0.210 0.097 -0.161
C 1.5193 2.7765 -8.7710 -0.645 -0.995 -0.893 -0.197
C 0.4440 3.7589 -8.3976 0.171 1.440 1.441 -0.185
O 0.5884 3.9849 -6.9653 -0.359 -0.575 -0.968 -0.124
C 1.9122 3.6744 -6.5994 0.573 -0.263 0.121 -0.206
H 3.4640 2.7669 -7.9632 0.153 0.231 0.528 0.099
H 2.4158 1.6113 -7.1682 -0.135 0.078 0.070 0.104
H 0.9974 1.8488 -9.0057 0.469 -0.236 -0.340 0.107
H 2.0974 3.1451 -9.6183 -0.294 -0.243 -0.260 0.102
H -0.6040 3.5155 -8.5725 0.188 -0.443 0.000 0.120
H 0.6320 4.6901 -8.9321 -0.052 0.412 0.048 0.104
H 1.9311 3.2566 -5.5928 -0.213 0.335 0.098 0.122
H 2.4957 4.5947 -6.6232 0.325 0.063 0.035 0.113
C -5.8921 -2.1478 2.9013 -0.177 0.840 0.705 -0.181
C -5.4031 -3.0750 3.9863 0.277 -0.336 0.706 -0.188
C -5.2122 -4.3631 3.1990 -0.483 0.576 0.110 -0.223
O -4.8906 -3.9472 1.8860 0.913 -1.008 -0.746 -0.141
C -5.0741 -2.5566 1.7056 -0.701 0.421 0.472 -0.196
H -5.7117 -1.0991 3.1371 -0.341 0.031 -0.002 0.124
H -6.9547 -2.3421 2.7553 -0.083 0.221 -0.213 0.114
H -6.0702 -3.2096 4.8377 -0.327 0.032 -0.142 0.105
H -4.4747 -2.7328 4.4435 0.281 0.049 -0.291 0.109
H -6.1650 -4.8878 3.1277 -0.140 -0.338 0.238 0.109
H -4.4658 -5.0200 3.6456 0.203 -0.067 -0.319 0.110
H -5.6533 -2.3431 0.8072 0.430 -0.204 -0.269 0.127
H -4.1353 -2.0026 1.7114 0.176 -0.166 -0.288 0.127
C 1.6274 0.0207 5.2453 0.177 0.914 -1.229 -0.185
C 2.0971 -1.2185 5.9479 0.568 -0.652 0.192 -0.180
C 0.9062 -1.6572 6.8092 0.303 0.595 -0.508 -0.204
O 0.2014 -0.4429 7.0470 -0.289 0.265 0.305 -0.143
C 0.2641 0.3337 5.8446 0.135 -0.063 -0.425 -0.187
H 1.5894 -0.0990 4.1625 -0.367 -0.239 -0.046 0.107
H 2.3542 0.8284 5.3320 -0.156 0.144 0.465 0.110
H 2.9644 -0.9268 6.5401 -0.017 -0.450 0.275 0.105
H 2.3976 -1.9777 5.2257 0.087 -0.158 0.189 0.105
H 1.1880 -2.1389 7.7454 -0.079 0.306 0.135 0.113
H 0.2825 -2.3608 6.2578 -0.218 -0.092 -0.171 0.112
H 0.1229 1.4050 5.9883 0.033 -0.140 0.753 0.121
H -0.5263 0.0632 5.1444 -0.192 -0.416 0.046 0.117
```
Positions in Å, forces in eV/Å.

- ΔE to the lowest compared entry with this formula, charge and spin (kcal per mole) = 241.3
- Kohn-Sham gap (eV) = 2.21
- energy (hartree) = -1851.48035
- net charge = -2